Below is an isolated molecule of C8H14 at a distorted geometry, with properties calculated with ωB97M-V with the def2-TZVPD basis set.

Values from the calculation:
* LUMO energy: 1.1 eV
* HOMO-LUMO gap: 0.364 hartree
* maximum force: 0.1062 Eh/bohr
* relative energy (zero: lowest compared OMol25 entry of this formula, charge and spin): 64.7 kcal/mol

```
22
Properties=species:S:1:pos:R:3:forces:R:3:lowdin_charge:R:1
C -0.796763 2.121012 0.209186 -0.26 0.23 -0.26 0.050
C -0.558448 0.956068 -0.392514 -0.50 0.96 1.34 -0.370
C -1.342702 -0.272726 0.039771 -0.42 0.03 -2.71 -0.239
C -2.876444 -0.129339 -0.025528 -1.36 0.40 1.96 -0.107
C 0.555897 0.636034 -1.291075 0.97 -0.08 -2.44 -0.184
C 1.307465 -0.539876 -0.648241 0.58 1.16 0.91 -0.118
C 1.602243 -0.639924 0.681722 0.25 -1.10 -5.34 -0.159
C 2.401168 -1.774777 1.189559 -2.63 0.31 3.05 -0.101
H -0.445324 3.126676 0.026682 0.85 -0.26 -0.51 0.060
H -1.537803 2.172214 0.973173 -0.74 -0.28 0.47 0.051
H -0.944212 -1.052603 -0.665806 -0.99 0.30 0.59 0.114
H -1.047351 -0.638769 0.969210 0.56 -0.30 1.70 0.079
H -3.349448 -0.457069 1.016421 0.88 0.45 -2.25 0.101
H -3.241653 0.962695 -0.132933 0.71 -1.83 -0.21 0.085
H -3.274967 -0.795706 -0.816092 -0.10 0.66 0.47 0.062
H 1.296378 1.458776 -1.492714 -0.82 -0.42 0.50 0.123
H 0.191432 0.392433 -2.401446 0.53 0.02 2.37 0.154
H 1.696004 -1.201795 -1.401603 0.23 -0.75 0.21 0.101
H 1.312665 0.139526 1.295109 -0.71 1.28 1.43 0.083
H 3.285421 -2.009585 0.721077 2.64 0.49 -0.68 0.041
H 2.391015 -1.496177 2.291957 1.08 -1.33 -1.06 0.100
H 1.913349 -2.739458 1.039694 -0.74 0.07 0.45 0.077
```
Forces are in eV/Å.

---

Below is an isolated molecule of C8H14 at a distorted geometry, with properties calculated with ωB97M-V with the def2-TZVPD basis set.

Values from the calculation:
* LUMO energy: 1.1 eV
* HOMO-LUMO gap: 0.372 hartree
* maximum force: 0.0316 Eh/bohr
* relative energy (zero: lowest compared OMol25 entry of this formula, charge and spin): 29.5 kcal/mol

```
22
Properties=species:S:1:pos:R:3:forces:R:3:lowdin_charge:R:1
C -2.518922 -2.489128 -0.344335 -0.52 -0.01 0.49 0.012
C -1.503660 -1.636707 -0.352077 0.16 -0.64 -0.05 -0.148
C -1.089517 -0.878456 0.846552 0.69 0.37 -0.01 -0.337
C -1.034555 -1.436247 2.051750 -0.23 -0.14 0.01 0.056
C -0.560320 0.520528 0.621676 -0.12 -0.01 -0.45 -0.176
C 0.836123 0.508841 -0.053500 -0.95 0.16 1.31 -0.215
C 1.250203 1.880232 -0.536379 0.24 0.43 -0.40 -0.278
C 2.513367 1.819731 -1.388037 0.00 -0.38 -0.27 -0.115
H -2.884229 -3.068586 -1.178899 0.37 0.01 -0.25 0.052
H -3.086645 -2.623868 0.571117 -0.09 0.13 -0.03 0.060
H -0.886854 -1.584803 -1.245919 -0.14 0.42 -0.03 0.100
H -0.759885 -0.874258 2.936828 0.07 0.02 -0.09 0.064
H -1.275829 -2.480909 2.176838 -0.08 -0.10 0.12 0.061
H -1.245940 1.075888 -0.022281 -0.11 0.00 -0.09 0.112
H -0.524376 1.063723 1.566897 0.09 -0.03 0.04 0.113
H 0.845867 -0.294840 -0.786782 0.24 0.27 -0.41 0.104
H 1.522489 0.235716 0.741949 0.37 -0.38 -0.02 0.116
H 1.443384 2.551913 0.299450 -0.05 -0.22 0.40 0.107
H 0.442880 2.389983 -1.068637 -0.05 -0.21 -0.23 0.106
H 3.127330 2.712877 -1.315861 -0.04 0.14 -0.09 0.065
H 3.131381 0.970210 -1.087830 0.07 0.08 0.12 0.070
H 2.257713 1.638150 -2.432525 0.08 0.10 -0.08 0.070
```
Forces are in eV/Å.

---

Below is an isolated molecule of C8H14 at a distorted geometry, with properties calculated with ωB97M-V with the def2-TZVPD basis set.

Values from the calculation:
* LUMO energy: 0.8 eV
* HOMO-LUMO gap: 0.339 hartree
* maximum force: 0.0618 Eh/bohr
* relative energy (zero: lowest compared OMol25 entry of this formula, charge and spin): 78.0 kcal/mol

```
22
Properties=species:S:1:pos:R:3:forces:R:3:lowdin_charge:R:1
C 0.153521 -3.907196 -0.776985 -0.42 -0.69 0.81 -0.015
C -0.083050 -2.990708 0.166089 2.25 0.41 0.19 -0.200
C -0.451182 -1.564287 -0.057228 -1.29 -0.98 -1.53 -0.117
C -0.480859 -0.524608 0.805080 -1.47 0.95 -1.91 -0.101
C -1.384409 0.709065 0.544392 2.13 0.85 -2.20 -0.141
C -0.823021 2.025343 -0.230484 -0.20 -0.45 2.01 -0.232
C 0.630303 2.029612 -0.588805 0.74 1.90 -0.80 -0.281
C 1.680901 1.820135 0.579595 -1.85 -0.41 -0.99 -0.100
H 0.700017 -4.859283 -0.529413 -1.00 1.04 -0.38 0.076
H -0.376014 -3.793873 -1.684504 0.25 -0.02 -1.50 0.034
H 0.298572 -3.393389 1.088123 0.04 0.95 1.00 0.084
H -0.817677 -1.476083 -1.175055 0.09 0.28 2.37 0.146
H 0.124998 -0.441818 1.652884 0.53 -0.67 1.57 0.078
H -2.063582 0.419754 -0.221058 -1.05 -0.80 0.03 0.072
H -1.900428 1.152706 1.347799 -0.60 -0.44 1.52 0.082
H -1.062113 3.021230 0.201451 0.15 -0.83 0.95 0.106
H -1.517958 2.066333 -1.023838 0.00 0.06 -1.79 0.073
H 0.787583 1.286559 -1.395894 0.33 0.53 0.32 0.104
H 0.747355 3.119073 -0.991735 0.38 -1.97 0.18 0.125
H 1.906294 0.724098 0.545588 -0.57 0.78 1.27 0.069
H 1.326809 2.372121 1.519428 0.72 -1.39 -1.08 0.104
H 2.603939 2.205216 0.224569 0.86 0.90 -0.05 0.035
```
Forces are in eV/Å.

---

Below is an isolated molecule of C8H14 at a distorted geometry, with properties calculated with ωB97M-V with the def2-TZVPD basis set.

Values from the calculation:
* LUMO energy: 1.1 eV
* HOMO-LUMO gap: 0.406 hartree
* maximum force: 0.0930 Eh/bohr
* relative energy (zero: lowest compared OMol25 entry of this formula, charge and spin): 73.5 kcal/mol

```
22
Properties=species:S:1:pos:R:3:forces:R:3:lowdin_charge:R:1
C 1.467397 0.299892 1.097510 -2.80 2.05 -2.37 -0.196
C 1.414871 0.559042 -0.414957 -1.46 1.97 -0.55 -0.159
C 0.299986 -0.229929 -1.123532 0.21 -0.46 2.36 -0.290
C -0.761083 0.778224 -1.304975 -3.63 -0.62 -3.05 -0.241
C -1.392320 0.934162 0.087371 2.64 1.20 1.06 -0.132
C -1.643210 -0.598262 0.302799 -1.00 -0.43 -1.81 -0.176
C -0.290453 -1.118092 -0.002494 1.48 -3.50 0.65 -0.336
C 0.645613 -0.949809 1.164690 1.44 -0.70 2.12 -0.180
H 2.424888 0.321667 1.367810 4.19 -1.37 1.22 0.059
H 1.223330 1.239944 1.610227 -1.19 -0.41 0.17 0.108
H 2.239213 0.262951 -0.953320 2.68 -0.10 -0.69 0.083
H 1.127993 1.635863 -0.654049 1.33 -1.09 0.41 0.121
H 0.656927 -0.783305 -1.969518 -0.03 0.01 -0.62 0.136
H -1.636051 0.189640 -1.900817 1.85 2.06 0.32 0.145
H -0.313003 1.654479 -1.834987 -1.16 -0.45 0.34 0.122
H -2.267266 1.625260 0.190274 0.98 -0.60 -0.15 0.109
H -0.279056 1.406847 0.653288 -4.51 -1.30 -0.74 0.169
H -2.051435 -1.160454 1.164602 -0.09 1.18 -0.12 0.119
H -2.198945 -0.950556 -0.668413 0.00 0.68 2.07 0.130
H -0.289435 -2.308840 -0.096878 -0.29 2.45 -0.68 0.178
H 0.192617 -1.103857 2.133529 -0.53 0.00 0.32 0.114
H 1.429422 -1.704869 1.151841 -0.11 -0.58 -0.28 0.117
```
Forces are in eV/Å.

---

Below is an isolated molecule of C8H14 at a distorted geometry, with properties calculated with ωB97M-V with the def2-TZVPD basis set.

Values from the calculation:
* LUMO energy: 1.2 eV
* HOMO-LUMO gap: 0.374 hartree
* maximum force: 0.0626 Eh/bohr
* relative energy (zero: lowest compared OMol25 entry of this formula, charge and spin): 59.8 kcal/mol

```
22
Properties=species:S:1:pos:R:3:forces:R:3:lowdin_charge:R:1
C 0.525482 0.455555 2.220957 0.35 0.43 -1.25 -0.072
C -0.103594 0.898057 0.832841 1.16 1.49 0.74 -0.317
C -1.406770 0.117376 0.583290 -1.49 1.59 -2.37 -0.166
C -1.549782 -0.343351 -0.922381 -0.88 -0.74 -0.54 -0.175
C -0.358746 -1.203184 -1.517839 -0.90 0.02 -0.66 -0.156
C 0.845045 -0.771182 -0.747500 0.59 0.78 -0.84 -0.262
C 2.091717 0.151241 -0.820478 0.65 -0.19 -2.59 -0.028
C 0.761706 0.657300 -0.436186 -0.88 1.13 2.07 -0.304
H 0.520590 -0.681795 2.364135 0.37 1.70 -0.18 0.095
H 1.523812 0.984386 2.344271 -0.92 -1.17 -0.10 0.090
H -0.119809 0.924345 2.953068 -0.19 -0.29 0.48 0.056
H -0.312511 2.026844 0.922008 0.27 -1.54 -0.10 0.146
H -1.474274 -0.636054 1.306181 -0.08 -1.70 0.70 0.076
H -2.373939 0.691418 0.711624 1.26 -0.08 0.28 0.124
H -2.495923 -0.917749 -1.081446 0.58 0.28 0.47 0.105
H -1.744037 0.560679 -1.581217 0.60 -0.82 0.88 0.117
H -0.511008 -2.289104 -1.455107 -0.19 0.22 0.41 0.103
H -0.373703 -1.038174 -2.595029 0.45 0.31 -0.12 0.104
H 0.883698 -1.279351 0.171286 0.21 -0.92 1.11 0.108
H 2.404730 0.552702 -1.888145 -0.38 -0.98 2.44 0.139
H 2.905829 -0.119519 -0.142973 -0.30 0.27 -0.21 0.093
H 0.361486 1.259560 -1.221361 -0.26 0.20 -0.61 0.124
```
Forces are in eV/Å.

---

Number 1: highest occupied orbital energy -8.828 eV. Number 2: highest occupied orbital energy -8.996 eV. Number 3: highest occupied orbital energy -8.405 eV. Number 4: highest occupied orbital energy -9.953 eV. Number 5: highest occupied orbital energy -8.982 eV.